DFT (ωB97M-V/def2-TZVPD) results for a structure of composition C22H24BN9O2Zn.

The geometry in ORCA input format:
```
! RIJCOSX wB97M-V def2-TZVPD def2/J DEFGRID3
* xyz 1 2
Zn 0.737 1.269 -0.215
C -2.436 3.105 0.423
C -2.414 1.640 0.110
C -3.487 0.753 0.026
C -2.935 -0.444 -0.384
N -1.613 -0.276 -0.537
N -1.290 1.011 -0.226
B -0.555 -1.302 -1.110
N 0.575 -1.567 -0.046
C 1.010 -2.725 0.463
C 2.030 -2.459 1.357
C 2.167 -1.072 1.347
C 3.134 -0.228 2.119
N 1.286 -0.544 0.498
N 0.128 -0.626 -2.358
C 0.260 -0.962 -3.652
C 0.954 0.025 -4.310
C 1.234 0.983 -3.339
C 1.955 2.285 -3.519
N 0.738 0.589 -2.169
N -1.285 -2.614 -1.327
C -1.513 -3.462 -2.370
C -2.190 -4.548 -1.893
C -2.369 -4.287 -0.518
C -3.059 -5.142 0.503
N -1.832 -3.130 -0.179
H -3.461 3.435 0.577
H -2.017 3.686 -0.402
H -1.870 3.353 1.323
H -4.527 0.962 0.220
H -3.399 -1.397 -0.574
H 0.568 -3.662 0.167
H 2.599 -3.168 1.935
H 3.854 -0.863 2.630
H 2.628 0.374 2.880
H 3.696 0.440 1.460
H -0.122 -1.876 -4.053
H 1.223 0.053 -5.354
H 2.233 2.409 -4.563
H 2.861 2.328 -2.917
H 1.322 3.128 -3.235
H -1.206 -3.269 -3.377
H -2.526 -5.407 -2.452
H -3.463 -6.038 0.037
H -3.880 -4.602 0.977
H -2.371 -5.448 1.291
O 3.810 3.766 0.810
C 2.709 3.147 0.647
O 2.305 2.612 -0.372
C 1.866 3.081 1.940
C 2.181 3.747 3.106
C 1.330 3.541 4.185
C 0.244 2.694 4.037
C 0.022 2.081 2.811
N 0.834 2.288 1.775
H 3.047 4.392 3.165
H 1.521 4.033 5.129
H -0.431 2.504 4.860
H -0.809 1.406 2.641
*
```

The expectation value of S² is 0.75. The total energy is -3300.1404 Ha. As for the largest force on an atom: 1.11 eV Å⁻¹.